# 1
{
  "formula": "C4H6N2O2",
  "method": "ωB97M-V with the def2-TZVPD basis set",
  "elements": ["C", "C", "C", "C", "H", "H", "H", "H", "H", "H", "N", "N", "O", "O"],
  "coordinates": [[2.06433, -0.13785, 0.03494], [-0.18983, 0.96025, -0.05815], [-2.19620, -0.66343, -0.02049], [-1.00266, -1.41127, 0.42194], [3.14868, 0.20414, -0.25586], [1.57228, 1.83279, 0.42810], [-2.80152, -1.14853, -0.80115], [-2.97029, -0.08848, 0.69913], [-0.76434, -1.23903, 1.43546], [-0.70819, -2.45451, 0.08097], [1.11827, 0.82802, 0.52157], [-0.85623, -0.24405, -0.47005], [1.89948, -1.23565, -0.34332], [-0.82007, 2.02560, -0.18377]],
  "forces_ev_per_a": [[2.3, 2.2, -1.5], [-3.6, 0.2, -0.1], [-2.3, 0.6, 0.2], [0.4, -0.9, -0.7], [-1.6, 0.8, 1.5], [-1.2, -2.7, 0.6], [0.5, 0.4, 0.1], [2.6, -0.9, -1.4], [0.5, 0.2, 1.0], [-0.5, 1.6, 0.1], [1.2, 2.6, -1.8], [0.7, 0.1, 1.3], [-1.7, -2.3, 0.2], [2.7, -2.0, 0.6]],
  "de_lowest_ev": 2.669,
  "smiles": "O=CNC(=O)N1CC1",
  "homo_ev": -10.0
}

# 2
{
  "formula": "C3H5NO2",
  "method": "ωB97M-V with the def2-TZVPD basis set",
  "elements": ["N", "C", "O", "C", "C", "O", "H", "H", "H", "H", "H"],
  "coordinates": [[-1.66647, -0.04882, 2.25090], [-1.07713, -0.06322, 1.24029], [-0.65576, -2.45398, -1.13553], [0.03707, -1.49592, -1.36154], [1.18793, 1.53138, -0.28900], [1.08862, 2.28519, 0.64210], [-2.16329, -0.02485, 3.11702], [-0.32027, -0.63456, -1.96473], [1.08511, -1.42325, -0.99906], [1.96062, 0.73475, -0.32531], [0.52358, 1.59327, -1.17513]],
  "forces_ev_per_a": [[0.5, 0.0, -0.8], [-0.5, 0.0, 0.9], [0.4, 0.5, -0.2], [-0.2, -0.3, 0.0], [0.0, 0.2, 0.2], [0.1, -0.2, -0.4], [0.0, 0.0, -0.1], [0.0, -0.2, 0.1], [-0.2, -0.1, 0.0], [-0.1, 0.1, 0.1], [0.0, 0.0, 0.2]],
  "de_lowest_ev": 3.842,
  "homo_ev": -10.0
}

# 3
{
  "formula": "C5H4IN2O2",
  "method": "ωB97M-V with the def2-TZVPD basis set",
  "elements": ["C", "C", "C", "C", "C", "N", "N", "O", "O", "I", "H", "H", "H", "H"],
  "coordinates": [[1.95948, -0.62454, -0.28822], [1.32187, -0.47706, -1.52496], [0.97453, -0.49138, 0.65935], [-1.35545, 1.90042, 0.45205], [-1.37226, -0.16328, 0.58565], [0.04581, -0.47254, -1.28641], [-0.19706, -0.47762, -0.03330], [-2.25681, 2.33940, -0.16549], [-0.41281, 2.09921, 1.16309], [-3.02129, -1.11877, -0.25561], [2.99611, -0.66783, 0.03859], [1.57353, -0.89328, -2.58680], [1.02134, -0.48354, 1.70458], [-1.27699, -0.46921, 1.53749]],
  "forces_ev_per_a": [[1.7, 0.8, 1.3], [1.2, -2.6, -1.9], [0.0, -0.9, -1.4], [0.2, -2.4, 1.5], [-2.2, 3.0, -2.7], [-3.0, 0.4, -3.2], [3.0, -0.1, 1.4], [-1.0, 0.7, -1.0], [0.8, 0.9, 0.1], [-0.7, -0.5, -0.3], [-0.1, 0.0, -0.6], [0.1, 1.5, 2.1], [0.0, 0.1, 1.2], [0.0, -0.8, 3.5]],
  "total_charge": -1,
  "de_lowest_ev": 2.212,
  "homo_ev": -3.4
}

# 4
{
  "formula": "C4H4N2O",
  "method": "ωB97M-V with the def2-TZVPD basis set",
  "elements": ["N", "C", "C", "O", "C", "C", "N", "H", "H", "H", "H"],
  "coordinates": [[2.05544, -0.55341, 0.31278], [1.85085, -0.47728, 1.48218], [1.06949, 0.05379, -0.69420], [-0.13332, -0.63153, -0.86042], [-1.13532, -0.48497, 0.12020], [-1.58144, 0.91731, 0.28206], [-1.89407, 2.02196, 0.41304], [1.64341, -0.07712, -1.56761], [0.85689, 1.13692, -0.47925], [-1.98475, -1.09819, -0.20290], [-0.77290, -0.85110, 1.08847]],
  "forces_ev_per_a": [[-2.0, 0.9, 1.1], [0.6, -0.4, -0.3], [-0.1, 0.5, 0.4], [0.5, -0.3, -0.1], [0.2, 0.0, 0.2], [-0.1, 0.8, 0.1], [0.3, -1.0, -0.1], [0.0, 0.2, -1.4], [0.6, -1.0, 0.1], [0.3, 0.2, 0.1], [-0.1, 0.0, 0.0]],
  "de_lowest_ev": 3.026,
  "homo_ev": -11.8
}

E list, top to bottom, in hartree: -415.9425, -322.4331, -750.6161, -339.4705